1.
The following is a quantum chemistry calculation of 2 unconnected molecules or ions with the total composition C2H5NP2 at a distorted geometry, from OMol25.

Results
HOMO energy (spin up / spin down) = -9.3 / -10.3 eV
energy above the lowest of the compared OMol25 structures with the same formula, charge and spin = 103.4 kcal/mol
frontier orbital gap (spin up / spin down) = 8.14 / 8.70 eV
total energy = -22217.10116 eV
strongest force on any atom = 3.0 eV/Å

XYZ file:
```
10
Properties=species:S:1:pos:R:3:mulliken_charge:R:1
C -1.89 0.12 0.15 0.29
C -0.42 0.06 -0.02 -0.24
N -3.00 0.16 0.42 -0.37
P 0.32 1.66 0.53 -0.11
P 0.38 -1.42 0.60 -0.06
H -0.57 -0.66 -2.01 0.15
H 1.42 1.73 -0.49 0.10
H -0.67 2.31 -0.22 0.08
H 0.08 -1.01 1.94 0.08
H -0.78 -2.19 0.29 0.08
```

2.
The following is a quantum chemistry calculation of 9 unconnected molecules or ions with the total composition H18O9 at a distorted geometry, from OMol25.

Results
HOMO energy (spin up / spin down) = 0.0 / -7.1 eV
net charge = -1
<S²> = 0.751
energy above the lowest of the compared OMol25 structures with the same formula, charge and spin = 21.2 kcal/mol
frontier orbital gap (spin up / spin down) = 2.83 / 9.81 eV
total energy = -18719.32341 eV
multiplicity = 2
strongest force on any atom = 1.3 eV/Å

XYZ file:
```
27
Properties=species:S:1:pos:R:3:mulliken_charge:R:1
O -1.28 2.64 0.03 -0.74
H -0.53 3.22 0.16 0.36
H -0.94 1.77 0.24 0.24
O 1.75 1.83 1.75 -0.70
H 1.13 2.03 2.46 0.34
H 1.39 1.05 1.34 0.25
O 2.24 2.00 -1.66 -0.57
H 2.70 1.40 -1.07 0.22
H 2.49 2.87 -1.35 0.26
O -1.22 -1.21 3.49 -0.82
H -1.47 -0.28 3.50 0.32
H -1.21 -1.44 2.56 0.34
O -0.18 2.12 -2.77 -0.85
H -0.65 1.29 -2.81 0.35
H 0.68 1.90 -2.39 0.29
O -0.66 -3.88 -0.15 -1.00
H -1.56 -3.57 -0.27 0.34
H -0.12 -3.19 -0.55 0.38
O -1.98 -1.31 0.73 0.24
H -2.39 -0.47 0.92 0.20
H -2.69 -1.87 0.43 -0.03
O 1.14 -2.39 -1.38 -0.87
H 1.22 -1.80 -2.13 0.25
H 2.04 -2.51 -1.07 0.40
O 0.08 0.32 -0.03 -0.76
H 0.37 -0.36 -0.63 0.00
H -0.36 -0.16 0.67 0.55
```

3.
The following is a quantum chemistry calculation of a molecular structure, C15H20ClNO4S at a distorted geometry, from OMol25.

Results
HOMO energy = -8.6 eV
energy above the lowest of the compared OMol25 structures with the same formula, charge and spin = 302.8 kcal/mol
frontier orbital gap = 9.03 eV
total energy = -48904.86638 eV
strongest force on any atom = 18.6 eV/Å

XYZ file:
```
42
Properties=species:S:1:pos:R:3:mulliken_charge:R:1
C -2.42 1.47 -1.90 -0.71
C -1.75 0.99 -3.04 -0.63
H -2.35 0.37 -3.67 0.36
H -1.33 1.81 -3.64 0.42
O -0.91 0.01 -2.86 -0.21
C 0.49 0.58 -2.65 0.23
O 0.81 1.85 -2.72 -0.61
C 1.51 -0.66 -2.28 0.59
H 2.44 -0.29 -2.80 0.44
C 1.83 -0.57 -0.75 -1.32
N 1.06 -1.45 -0.01 0.35
S -0.45 -0.66 0.46 1.07
O -0.46 0.93 0.27 -0.61
O -1.58 -1.12 0.06 -0.56
C -0.44 -0.94 2.33 -1.48
C -0.07 0.51 2.93 0.89
C 0.98 0.88 3.62 -0.06
C 1.29 2.03 4.20 -0.50
C 0.29 2.83 4.41 -0.48
C -0.83 2.67 3.61 -0.72
C -1.19 1.31 3.01 0.42
Cl -2.43 1.06 2.12 -0.16
H -1.62 3.33 3.65 0.48
H 0.57 3.94 4.66 0.25
H 2.19 1.90 4.84 0.30
H 1.87 0.01 3.73 -0.02
H -1.44 -1.22 2.54 0.61
H 0.57 -1.65 2.53 0.30
C 0.69 -2.60 -0.61 -0.81
C 0.22 -2.59 -1.96 -0.22
C 1.30 -2.05 -2.76 -1.37
H 2.08 -2.63 -2.83 0.62
H 0.94 -1.88 -3.81 0.33
H -0.02 -3.65 -2.37 0.29
H -0.80 -2.14 -2.09 0.26
H 1.73 -3.33 -0.27 0.35
H -0.25 -3.23 0.19 0.25
H 3.02 -0.91 -0.66 0.33
H 1.95 0.39 -0.38 0.61
H -2.68 0.48 -1.48 0.15
H -1.76 2.11 -1.25 0.06
H -3.07 2.12 -2.37 0.53
```

4.
The following is a quantum chemistry calculation of C4H5NS in the gas phase at a distorted geometry, from OMol25.

Results
HOMO energy (spin up / spin down) = -7.7 / -7.7 eV
energy above the lowest of the compared OMol25 structures with the same formula, charge and spin = 67.9 kcal/mol
frontier orbital gap (spin up / spin down) = 7.19 / 7.31 eV
total energy = -16551.11912 eV
strongest force on any atom = 3.1 eV/Å

XYZ file:
```
11
Properties=species:S:1:pos:R:3:mulliken_charge:R:1
C -0.83 1.03 1.21 -0.41
C 1.31 0.01 0.83 -0.31
C -0.58 -0.26 -0.84 -0.99
C -0.12 0.16 0.35 0.66
N 1.41 0.58 2.13 -0.37
S 0.16 1.47 2.50 0.14
H -1.78 1.65 0.96 0.29
H 1.62 -1.08 0.75 0.29
H 1.95 0.66 0.03 0.20
H -1.48 0.14 -1.38 0.22
H -0.17 -1.02 -1.47 0.29
```

5.
The following is a quantum chemistry calculation of a molecular structure, C17H28IrN7Se4Te at a distorted geometry, from OMol25.

Results
HOMO energy (spin up / spin down) = -11.0 / -12.7 eV
net charge = +2
<S²> = 6.055
energy above the lowest of the compared OMol25 structures with the same formula, charge and spin = 35.5 kcal/mol
frontier orbital gap (spin up / spin down) = 5.77 / 5.77 eV
total energy = -300015.70998 eV
multiplicity = 5
strongest force on any atom = 1.0 eV/Å

XYZ file:
```
58
Properties=species:S:1:pos:R:3:mulliken_charge:R:1
Ir 1.17 0.19 0.97 2.04
Se 1.06 0.19 3.38 -0.12
Se 3.14 0.59 4.26 -0.14
Te 4.76 -0.89 3.00 0.27
Se 3.96 -0.68 0.75 -0.20
N 0.88 -0.14 -4.07 -0.03
C 1.60 1.08 -3.57 -0.83
C 1.13 1.46 -2.18 -0.39
N 1.49 0.43 -1.21 -0.63
H 1.37 -0.58 -4.85 0.41
H -0.06 0.09 -4.38 0.40
H 0.78 -0.86 -3.31 0.00
H 1.45 1.90 -4.28 0.43
H 2.66 0.84 -3.55 0.38
H 0.05 1.61 -2.15 0.19
H 1.59 2.41 -1.90 0.37
H 2.49 0.26 -1.25 0.23
H 1.03 -0.46 -1.46 0.02
C 1.30 5.04 0.93 -0.60
C 2.39 4.29 0.49 -0.47
C 2.35 2.90 0.53 -0.78
C 1.23 2.23 1.03 0.46
C 0.17 3.00 1.52 0.10
C 0.20 4.38 1.46 -0.73
H 1.33 6.12 0.90 0.42
H 3.27 4.80 0.11 0.43
H 3.22 2.35 0.21 0.27
H -0.67 2.52 2.01 0.33
H -0.63 4.95 1.85 0.42
Se -0.95 -3.19 -2.86 0.10
N -0.45 -4.56 -1.86 -0.81
C 0.20 -4.08 -0.80 0.67
C 0.71 -4.88 0.23 -0.69
C 1.25 -4.24 1.34 -0.72
C 1.28 -2.86 1.39 -0.43
N 0.86 -2.04 0.39 0.01
C 0.34 -2.63 -0.71 0.75
N -0.14 -1.94 -1.76 -1.14
H 0.65 -5.96 0.15 0.48
H 1.64 -4.81 2.17 0.44
H 1.67 -2.38 2.27 0.35
N -4.27 -0.84 0.95 -0.08
C -3.51 -0.44 2.18 -0.96
C -2.02 -0.64 1.93 -0.30
N -1.53 0.10 0.76 0.12
C -2.30 -0.27 -0.42 -0.62
C -3.80 -0.06 -0.25 -0.97
H -5.27 -0.70 1.09 0.36
H -4.12 -1.84 0.78 0.39
H -3.86 -1.04 3.02 0.45
H -3.74 0.61 2.38 0.38
H -1.81 -1.70 1.77 0.36
H -1.47 -0.33 2.82 0.03
H -1.60 1.10 0.92 0.13
H -2.09 -1.32 -0.66 0.45
H -1.96 0.31 -1.28 0.11
H -4.36 -0.40 -1.12 0.48
H -4.03 0.99 -0.06 0.39
```

6.
The following is a quantum chemistry calculation of a molecular structure, C21H25BF3IrN7S at a distorted geometry, from OMol25.

Results
HOMO energy (spin up / spin down) = -14.7 / -14.7 eV
net charge = +2
<S²> = 0.773
energy above the lowest of the compared OMol25 structures with the same formula, charge and spin = 37.7 kcal/mol
frontier orbital gap (spin up / spin down) = 6.50 / 4.72 eV
total energy = -55103.83105 eV
multiplicity = 2
strongest force on any atom = 3.1 eV/Å

XYZ file:
```
59
Properties=species:S:1:pos:R:3:mulliken_charge:R:1
Ir 0.00 -0.29 0.76 1.73
C 3.09 -2.05 0.06 -1.41
C 2.56 -1.10 -0.95 0.87
C 3.09 -0.79 -2.20 -1.29
C 2.23 0.15 -2.77 0.88
C 2.36 0.80 -4.09 -1.29
N 1.24 0.38 -1.89 0.70
N 1.45 -0.37 -0.79 -0.58
B 0.00 1.26 -2.05 -0.95
N -1.24 0.37 -1.89 0.84
N -1.45 -0.37 -0.79 -0.76
C -2.56 -1.10 -0.95 0.69
C -3.11 -2.05 0.05 -1.24
C -3.09 -0.79 -2.20 -1.35
C -2.23 0.15 -2.77 0.98
C -2.36 0.80 -4.09 -1.30
N 0.00 2.28 -0.91 0.85
N -0.01 1.88 0.39 -0.49
C 0.00 2.96 1.16 0.73
C 0.00 2.93 2.65 -0.50
C 0.00 4.10 0.35 -1.54
C 0.00 3.62 -0.96 0.98
C 0.00 4.43 -2.21 -1.28
H 4.03 -2.48 -0.30 0.39
H 2.39 -2.87 0.23 0.25
H 3.28 -1.56 1.02 0.32
H 3.98 -1.20 -2.63 0.48
H 3.28 0.46 -4.57 0.37
H 2.40 1.89 -4.00 0.28
H 1.53 0.56 -4.74 0.27
H 0.00 1.80 -3.10 -0.04
H -2.48 -2.12 0.94 0.18
H -3.21 -3.04 -0.40 0.33
H -4.11 -1.74 0.36 0.36
H -3.98 -1.20 -2.63 0.51
H -3.28 0.46 -4.57 0.36
H -1.52 0.55 -4.74 0.28
H -2.40 1.88 -4.00 0.28
H 0.00 1.90 3.00 -0.64
H -0.88 3.44 3.03 0.41
H 0.88 3.45 3.03 0.42
H 0.00 5.12 0.68 0.50
H 0.00 5.49 -1.95 0.35
H -0.88 4.22 -2.82 0.28
H 0.88 4.21 -2.81 0.28
F 1.08 -4.99 3.02 -0.20
C 0.00 -4.63 3.73 0.60
F -0.01 -5.30 4.86 -0.26
F -1.09 -4.96 3.02 -0.20
C 0.02 -3.13 3.96 0.12
C 0.00 -2.57 5.23 -0.20
C 0.00 -1.19 5.35 -0.87
C 0.01 -0.41 4.19 -0.20
N 0.03 -0.93 2.98 -0.10
C 0.04 -2.28 2.85 0.47
S 0.07 -2.78 1.19 -0.17
H -0.01 -3.22 6.09 0.59
H 0.00 -0.71 6.32 0.46
H 0.00 0.67 4.26 0.45
```